Computed, not measured: a structure of composition C43H56GeNO3P2S6Ti, with wB97M-V/def2-TZVPD.

ORCA input file:
```
! wB97M-V def2-TZVPD RIJCOSX def2/J DEFGRID3
* xyz 2 2
C 2.5145 -5.1175 -2.4837
H 3.2159 -2.5451 -4.9336
C -4.1456 -0.7000 2.5846
H 0.4909 4.0516 -0.4150
C 1.6324 1.5727 -2.5054
O -0.6527 2.7198 1.5233
H 3.1912 -1.6196 -1.0098
N 0.4203 -0.8127 -1.5889
H 0.0754 5.7202 2.8962
H -3.8594 -1.5406 -0.4695
C -3.6606 -1.4011 -1.5252
H -2.6314 4.4221 1.6707
C -2.9047 2.3790 -1.9988
C 0.3342 -2.8888 0.7636
Ti -1.1074 1.1994 0.6560
Ge -0.8004 1.5816 3.5154
H 0.6215 2.2014 -5.6849
O -1.9426 0.4818 2.3713
C 1.0154 -1.9426 -2.3560
C -5.1256 2.7523 -3.2789
H -4.1450 -1.0325 1.5497
P 1.1315 0.6216 -1.0344
C 4.7779 -0.8438 0.1609
S -5.5234 2.2563 -1.6421
C -2.3539 -1.2135 -1.9742
H -3.4519 -0.8277 5.1236
H -2.4510 -2.5926 3.6961
C 2.7165 0.3426 -0.2143
C -0.7784 -2.7336 -0.0656
H -1.9274 -5.9148 -0.0234
C 3.5152 -0.7836 -0.4107
C -4.7162 -1.4176 -2.4241
H 1.4963 -4.2499 1.9395
H 3.4152 2.4050 -1.6185
C 3.1439 3.0943 -3.6159
H 5.3892 -1.7224 0.0017
C -2.1180 -1.0506 -3.3369
P -1.0249 -1.0819 -0.7515
S -3.5107 1.5489 0.4661
C 0.6296 -4.1277 1.3024
C -0.1482 4.6532 2.9201
H -2.0096 4.5545 0.0095
H 2.5735 2.2679 0.7256
H 0.9670 -2.0349 0.9868
C 5.2608 0.2207 0.9100
H 0.0337 -6.1853 1.4495
S 3.6187 -3.7626 -2.9348
H -5.2982 -1.2521 -4.4827
C -3.9163 2.0780 -1.0848
H 1.5995 4.1697 0.9772
C 3.1975 1.3964 0.5605
C -0.1922 -5.2162 1.0246
H -1.7725 5.8761 1.1554
H 1.6309 -4.7804 -1.9398
H 0.3727 -1.1766 4.8428
H -1.1084 -0.9219 -3.7041
H -0.9779 4.5061 3.6117
C -2.8384 -0.1020 4.5891
H 1.8707 -1.8024 3.0403
C 1.0245 -0.3240 5.0395
C 0.6495 4.5085 0.5622
C 1.6146 0.2167 3.7357
H -3.3129 0.8745 4.6963
C 1.9438 -1.5756 -3.4970
H 3.0862 -5.7825 -1.8383
S -3.3967 2.8726 -3.5600
C -2.7428 -0.5460 3.1346
H 3.3055 1.2423 4.6081
H -2.9837 -0.9394 -5.2938
H -1.8681 -0.1006 5.0963
H 1.4032 -1.0359 -4.2779
H -2.0158 -2.2470 2.0259
H 2.2135 -5.6752 -3.3688
C -1.9867 -1.8555 3.0391
C 1.2258 2.2531 -4.7886
C -0.4915 4.1978 1.5137
C 2.5800 -2.8295 -4.0965
H 0.7148 5.5876 0.4194
C -1.8104 4.7913 1.0547
C -4.4751 -1.2387 -3.7804
C -3.1758 -1.0606 -4.2357
H 2.7951 -0.6041 2.1120
H 2.6624 3.6001 -5.6427
H 0.7398 4.1399 3.2945
H -5.7259 -1.5746 -2.0673
H 4.8428 2.1739 1.6940
H 1.5395 -2.5930 -1.6546
C 2.4515 -0.8800 3.1040
H 1.8221 -3.5076 -4.4940
H -0.0463 0.9399 -3.6925
C -1.2963 -5.0648 0.1991
S -6.2318 3.0705 -4.4032
H -4.6389 -1.4726 3.1766
H -4.7287 0.2143 2.6710
C 2.7804 2.3645 -2.4922
O 0.5190 0.5325 2.8052
H 6.2529 0.1752 1.3394
C 4.4703 1.3439 1.1075
H 1.8258 -0.6610 5.6986
H 2.7379 1.9518 3.0922
H 3.3254 -1.0799 3.7257
H 4.0415 3.6975 -3.5927
H 1.8304 2.1961 4.5968
H 2.7354 -0.9059 -3.1522
H 0.1800 -2.5324 -2.7428
C -1.5895 -3.8244 -0.3551
C 2.4190 1.4777 4.0174
H -0.9452 -1.7293 3.3335
C 0.8537 1.5371 -3.6652
C 2.3723 3.0377 -4.7652
S -1.2805 2.2453 -1.5397
H 0.4689 0.4369 5.5985
H -2.4440 -3.7180 -1.0116
*
```

Values from the calculation:
**E_HOMO (alpha / beta)**: -12.60 / -12.60 eV
**F_max**: 0.70 eV Å⁻¹
**Orbital gap (alpha / beta)**: 6.465 / 4.853 eV
**ΔE to the lowest compared entry with this formula, charge and spin**: 0.0 kJ/mol



Computed, not measured: a cluster of 6 separate species, C43H57N6O8 in total, with wB97M-V/def2-TZVPD.

ORCA input file:
```
! wB97M-V def2-TZVPD RIJCOSX def2/J DEFGRID3
* xyz -1 1
N -8.3552 0.8086 -0.9913
H 4.7105 -3.9953 3.1908
H 1.7150 -3.1784 -3.6273
C -7.5814 -1.7563 -1.7546
H -0.4202 -3.0345 -4.5891
C -6.6785 -0.7071 -1.7896
H -6.4342 1.3969 -1.4209
H 2.1729 4.1900 -0.0657
H -6.0653 1.7803 10.3795
C -0.1048 3.1965 0.1615
H 4.0044 -8.7639 -2.9447
H -2.4840 3.2983 -3.5268
H 2.8437 -1.4287 -3.0081
C -4.6185 0.2886 -4.3850
O 4.9705 -2.4184 0.4781
C -2.6174 1.1815 -3.7673
C -2.9898 0.6762 9.5292
C -2.9903 1.1915 8.2414
H 0.7322 -4.2103 -2.5878
C -4.4580 2.6513 -4.1339
C 3.1700 1.7162 -0.4536
H 7.4706 0.4198 0.4447
H -4.1088 1.8686 0.2631
H -9.6164 -2.2937 -1.2863
C 4.1097 -6.7142 -2.3134
C 1.3428 -2.3184 -1.6645
H -2.2280 2.9817 3.7265
C 0.9150 -3.1695 -2.8781
C 4.1994 -2.8870 1.4530
O 4.4224 -0.0706 -1.6718
H 1.4021 5.7992 -0.1885
C 4.2308 -8.0847 -2.1339
C -5.0749 2.0653 8.4968
C 4.3727 -2.3188 -0.8343
C -4.1746 2.1249 4.0543
H 4.9600 -5.5356 0.5810
C 3.6849 4.3761 -2.4170
H 5.1346 0.6152 0.9848
H 0.5011 2.3006 0.3297
H 0.4483 -1.7850 -1.3254
H -1.1482 2.9725 0.3887
H -0.2263 -1.5341 -3.6570
C -8.8775 -1.5049 -1.3314
H 3.8163 5.7948 -0.8048
H -2.1514 -2.2628 -2.9792
H 5.2378 -7.9550 1.0868
H 6.0245 -2.9073 2.6348
H 2.9142 3.6582 -2.6985
O 2.2489 1.8092 -1.2810
C -9.2111 -0.2110 -0.9622
H 5.2213 -2.2906 -1.5210
C 4.8638 3.6478 -1.7257
H 5.7818 4.1819 -1.9962
H 4.2739 1.9926 -2.9454
C -5.2244 1.5336 -4.4392
H 1.9047 -0.2795 -2.0840
H -2.1346 1.0509 7.5902
C 3.0672 5.4795 -1.5396
C 5.5705 1.1182 0.1208
C -3.1124 2.5503 3.2693
O 3.1633 2.0708 0.7498
H -7.2796 -2.7527 -2.0514
H 4.7560 3.7308 -0.6394
O 0.8756 4.4920 -1.6860
H 1.6638 -2.9566 -0.8401
N -3.3413 0.0984 -4.0546
H 3.7875 -6.3071 -3.2658
H 4.5740 -2.2611 3.4491
H 4.7492 -9.6156 -0.7162
C -3.1286 2.4727 -3.7925
N -3.0918 2.4622 1.9419
H -10.2156 0.0241 -0.6261
C 4.6433 -8.5532 -0.8968
C 2.3955 -1.2504 -2.0227
C 0.0089 3.5449 -1.2962
H -2.1338 0.1267 9.8959
O -0.6729 3.0132 -2.1223
H -5.1861 -0.6104 -4.6059
C 4.9148 -7.6357 0.1051
O -1.4945 -2.9473 -2.8178
H 3.7971 -3.2214 -1.0348
H -5.6574 -0.8543 -2.1128
C -5.2787 1.5803 3.4185
N 6.7786 0.3761 -0.2931
H -4.8942 3.6424 -4.1539
N 4.3676 -5.8239 -1.3599
C 4.9499 -3.0208 2.7578
H 3.2161 -0.6753 -0.0853
C -5.2743 1.4815 2.0361
C -4.1060 0.8833 10.3229
H -6.1156 1.0631 1.5016
H 2.7802 6.3556 -2.1282
C 3.5722 -1.0402 -1.0562
C 4.9715 2.1633 -2.1193
O 3.0407 -3.1774 1.3344
C 4.7607 -6.2860 -0.1768
H 4.0650 4.8207 -3.3447
H 5.9610 1.8769 -2.4920
H 5.8150 2.1410 0.4328
C 1.8567 4.9774 -0.7554
C -5.1733 1.5939 9.7972
H -1.5827 1.0193 -3.4905
H 7.1863 0.7945 -1.1205
C -7.1140 0.5516 -1.4006
H -6.2706 1.6211 -4.7026
H -5.8903 2.6236 8.0494
C -0.3252 -2.6251 -3.5748
N -4.0083 1.8748 7.7238
H -4.1328 2.2161 5.1323
C -4.1577 1.9334 1.3462
H -6.1297 1.2351 3.9927
H 0.2601 3.9615 0.8449
C 4.5360 1.1935 -1.0112
H -4.1440 0.4974 11.3336
*
```

Values from the calculation:
**E_HOMO**: -5.05 eV
**F_max**: 1.12 eV Å⁻¹
**Orbital gap**: 7.082 eV
**ΔE to the lowest compared entry with this formula, charge and spin**: 0.0 kJ/mol



- Which formula does entry 1 have?
  C43H56GeNO3P2S6Ti